No. 1
Formula: C4H6N2S
Source: OMol25
Level of theory: wB97M-V/def2-TZVPD

The geometry in XYZ format:
```
13
C4H6N2S wB97M-V/def2-TZVPD
H 2.42 -0.21 -0.65
N 2.33 -1.14 -0.35
C 1.19 -1.03 0.36
N 0.58 0.28 0.57
C 0.19 1.24 -0.43
C -0.76 0.57 0.42
C -1.66 -0.45 -0.08
S -3.36 -0.55 -0.07
H 0.78 -1.78 0.99
H 0.41 1.04 -1.44
H 0.24 2.31 -0.08
H -1.19 0.92 1.49
H -1.15 -1.22 -0.71
```

Summary:
- SMILES = [H]/N=C\N1C[C@H]1C=S
- energy relative to the best compared isomer or geometry (same formula, charge and spin) (kJ/mol) = 398.3
- Kohn-Sham gap (eV) = 8.23
- E_HOMO (eV) = -9.08
- E_tot (a.u.) = -663.576834

=====

No. 2
Formula: C4H7N3O
Source: OMol25
Level of theory: wB97M-V/def2-TZVPD

The geometry in XYZ format:
```
15
C4H7N3O wB97M-V/def2-TZVPD
H -1.40 -2.35 0.19
N -0.67 -1.92 -0.30
C 0.02 -1.08 0.33
C 0.02 -0.70 1.73
C 0.72 0.40 1.78
N 1.34 0.81 0.69
N 0.85 -0.12 -0.35
O 0.72 0.32 -1.52
C -0.52 0.79 -1.91
H -0.74 -1.25 2.35
H 0.96 1.13 2.67
H 1.57 1.64 0.41
H -0.97 1.45 -1.20
H -0.65 0.96 -2.93
H -1.24 -0.09 -1.93
```

Summary:
- SMILES = [H]/N=c1\cc[nH]n1OC
- energy relative to the best compared isomer or geometry (same formula, charge and spin) (kJ/mol) = 563.2
- Kohn-Sham gap (eV) = 8.72
- E_HOMO (eV) = -7.86
- E_tot (a.u.) = -395.933895

=====

No. 3
Formula: C14H39NO19P4S
Source: OMol25
Level of theory: wB97M-V/def2-TZVPD

The geometry in XYZ format:
```
78
C14H39NO19P4S wB97M-V/def2-TZVPD
C 2.72 1.18 4.08
C 2.70 0.30 2.81
O 1.48 -0.42 2.67
C 0.48 0.19 1.91
C -0.81 0.52 2.72
P -1.02 2.36 2.79
N 0.09 3.05 3.63
O -2.49 2.71 3.30
O -0.93 2.86 1.27
C -2.04 0.04 1.89
O -2.35 -1.25 2.46
S -2.33 -0.90 4.02
O -3.39 0.01 4.32
O -2.28 -2.06 4.81
O -0.93 -0.14 3.97
H 2.93 2.22 3.84
H 1.75 1.15 4.56
H 3.49 0.82 4.77
H 2.93 0.89 1.92
H 3.50 -0.44 2.90
H 0.84 1.12 1.45
H 0.22 -0.48 1.09
H -0.27 3.61 4.39
H -2.48 3.02 4.21
H -1.45 2.28 0.69
H -1.93 0.02 0.80
H -2.91 0.69 2.02
C -5.92 -2.14 -0.51
O -4.55 -1.68 -0.63
P -3.42 -2.56 -1.43
O -2.30 -1.60 -1.21
O -4.22 -2.39 -2.85
C -3.96 -1.20 -3.61
O -2.51 -3.76 -2.05
C -3.14 -4.97 -2.55
H -6.28 -1.89 0.48
H -6.53 -1.64 -1.26
H -6.01 -3.22 -0.65
H -3.83 -0.33 -2.96
H -4.81 -1.04 -4.26
H -3.06 -1.34 -4.20
H -3.43 -4.83 -3.59
H -4.02 -5.25 -1.96
H -2.41 -5.77 -2.48
C 2.27 8.44 -1.33
O 1.96 7.17 -1.94
P 2.44 5.80 -1.27
O 1.93 4.71 -2.09
O 1.66 6.01 0.14
C 0.43 5.30 0.33
O 3.82 5.34 -0.63
C 4.54 6.20 0.28
H 2.49 9.15 -2.12
H 1.40 8.78 -0.77
H 3.12 8.38 -0.66
H -0.16 5.27 -0.59
H -0.14 5.82 1.10
H 0.64 4.29 0.66
H 4.17 6.04 1.29
H 4.44 7.25 0.02
H 5.59 5.93 0.23
C 3.69 -3.83 -1.77
O 3.53 -5.19 -1.33
P 2.10 -5.90 -1.36
O 2.27 -7.28 -0.92
O 1.86 -5.75 -2.98
C 2.11 -6.90 -3.78
O 0.65 -5.40 -0.94
C 0.18 -4.08 -1.31
H 4.41 -3.34 -1.11
H 4.08 -3.83 -2.79
H 2.76 -3.27 -1.75
H 2.97 -7.47 -3.43
H 2.30 -6.56 -4.80
H 1.23 -7.55 -3.79
H -0.26 -4.13 -2.30
H 0.98 -3.35 -1.30
H -0.57 -3.78 -0.59
```

Summary:
- Kohn-Sham gap (eV) = 7.63
- E_HOMO (eV) = -9.41
- E_tot (a.u.) = -3804.827354

=====

No. 4
Formula: C5H30N3O7
Source: OMol25
Level of theory: wB97M-V/def2-TZVPD

The geometry in XYZ format:
```
45
C5H30N3O7 wB97M-V/def2-TZVPD
C 2.99 0.91 0.36
N 2.50 1.03 -1.01
C 1.54 0.01 -1.45
C 1.14 0.27 -2.89
C 0.48 1.63 -3.09
N -0.90 1.75 -2.57
C 3.19 -0.49 0.89
N 1.96 -1.04 1.55
H 2.30 1.55 0.93
H 3.85 1.57 0.51
H 3.20 1.01 -1.74
H 0.63 0.04 -0.82
H 1.95 -0.98 -1.27
H 2.08 0.31 -3.47
H 0.47 -0.48 -3.31
H 0.98 2.42 -2.54
H 0.46 1.92 -4.14
H -0.90 1.73 -1.56
H -1.49 1.03 -2.97
H 3.48 -1.21 0.12
H 3.94 -0.50 1.68
H 1.13 -0.46 1.39
H 2.08 -1.14 2.55
H 1.67 -2.01 1.23
H -1.11 -0.50 2.58
H -0.41 -1.13 3.81
O -0.29 -0.93 2.88
H -3.28 -1.13 -0.84
H -3.93 -0.92 0.43
O -3.05 -1.14 0.10
H -4.23 0.25 1.71
H -3.26 1.29 1.25
O -4.21 1.11 1.29
H -2.11 -2.93 0.32
H -1.95 -3.95 1.50
O -1.71 -3.78 0.59
H 0.15 -3.52 0.73
H 0.92 -3.06 -0.60
O 0.99 -3.22 0.34
H -0.53 2.03 0.68
H -0.29 1.52 2.16
O -0.43 1.24 1.25
H -1.41 4.19 0.37
H -2.42 3.54 -0.64
O -1.77 3.37 0.05
```

Summary:
- energy relative to the best compared isomer or geometry (same formula, charge and spin) (kJ/mol) = 60.6
- total charge = +1
- Kohn-Sham gap (eV) = 8.88
- E_HOMO (eV) = -11.66
- E_tot (a.u.) = -899.216519